{"formula": "C19H28ErNO4", "method": "ωB97M-V/def2-TZVPD", "charge": 0, "e_homo_ev": [-7.91, -7.94], "fmax_ev_per_a": 1.94, "de_lowest_ev": 0.182, "homo_lumo_gap_ev": [8.171, 8.200], "multiplicity": 4, "s2": 3.753, "species": ["O", "C", "C", "H", "H", "C", "H", "H", "C", "H", "H", "H", "C", "H", "H", "H", "Er", "C", "C", "C", "H", "C", "C", "H", "H", "H", "H", "C", "C", "C", "H", "C", "C", "H", "H", "H", "H", "O", "C", "C", "H", "H", "C", "H", "H", "C", "H", "H", "H", "H", "O", "N", "O"], "xyz": [[0.5265, 0.1785, -3.6853], [0.3491, 1.4777, -4.3491], [0.2020, 0.9086, -5.7463], [1.2237, 2.1279, -4.2318], [-0.5528, 1.9854, -3.9867], [0.3586, -0.4382, -5.0115], [1.0358, 1.1261, -6.4101], [-0.7748, 1.0531, -6.2012], [1.5893, -1.1979, -5.4791], [2.4859, -0.5728, -5.4122], [1.4305, -1.5179, -6.5180], [1.7431, -2.0947, -4.8729], [-0.8911, -1.3031, -5.0931], [-1.7793, -0.7452, -4.7725], [-0.7863, -2.1931, -4.4628], [-1.0247, -1.6325, -6.1314], [0.1021, 0.0408, 3.0640], [-1.9209, -0.5184, 4.5148], [-1.7211, 0.8982, 4.6216], [-2.0504, 1.4847, 3.3635], [-1.4581, 1.4438, 5.5293], [-2.4170, 0.4291, 2.4655], [-2.3265, -0.8086, 3.1773], [-2.5918, -1.7886, 2.7805], [-1.8335, -1.2295, 5.3381], [-2.0866, 2.5532, 3.1433], [-2.7891, 0.5634, 1.4480], [1.1218, -1.7344, 4.6270], [0.3371, -2.4672, 3.6842], [0.9296, -2.3110, 2.3904], [-0.5260, -3.0908, 3.9138], [2.0965, -1.4945, 2.5362], [2.2143, -1.1366, 3.9176], [3.0302, -0.5673, 4.3648], [0.9715, -1.6980, 5.7068], [0.5994, -2.7975, 1.4716], [2.7967, -1.2298, 1.7438], [0.3268, 0.5287, 0.8670], [-0.3703, -0.3764, -0.0561], [-0.8920, 0.5343, -1.1462], [-1.1359, -0.9484, 0.4976], [0.3946, -1.0679, -0.4209], [0.1825, 1.6365, -1.1899], [-1.8496, 0.9881, -0.8499], [-1.0018, 0.0373, -2.1095], [0.5389, 1.8564, 0.2596], [-0.1503, 2.5458, -1.6831], [1.0386, 1.2427, -1.7418], [-0.1734, 2.5490, 0.7311], [1.5707, 2.1587, 0.4784], [1.8071, 2.8754, 5.6467], [0.9176, 2.1887, 5.2080], [1.1829, 1.5479, 4.0715]]}